1.
43
Properties=species:S:1:pos:R:3:lowdin_charge:R:1 method="wB97M-V/def2-TZVPD" orbital_gap_ev=8.9 smiles="O=S(=O)(NCc1ccco1)c1cccc(S(=O)(=O)N2CCOCC2)c1" total_energy_ha=-1939.664933 lumo_ha=0.0056 mol_weight_g_mol=386.451
O -1.813 -1.454 2.581 -0.272
S -1.036 -0.373 3.113 0.662
O -1.710 0.679 3.814 -0.285
N 0.156 -0.931 4.154 -0.119
H -0.178 -0.875 5.105 0.109
C 0.709 -2.231 3.800 -0.154
C 1.561 -2.087 2.583 -0.294
C 2.710 -1.385 2.356 -0.018
C 3.033 -1.588 0.993 -0.047
C 2.061 -2.400 0.494 -0.119
O 1.168 -2.701 1.449 0.047
H 1.884 -2.792 -0.487 0.118
H 3.873 -1.190 0.462 0.108
H 3.253 -0.803 3.071 0.116
H 1.304 -2.589 4.644 0.133
H -0.090 -2.949 3.577 0.124
C -0.055 0.347 1.803 -0.257
C -0.122 -0.177 0.528 -0.048
C 0.655 0.401 -0.459 -0.255
C 1.469 1.485 -0.188 -0.043
C 1.517 2.005 1.098 -0.036
C 0.747 1.434 2.098 -0.041
H 0.752 1.812 3.107 0.122
H 2.153 2.850 1.316 0.113
H 2.064 1.892 -0.990 0.117
S 0.558 -0.224 -2.141 0.664
O 0.349 -1.638 -2.106 -0.272
O 1.670 0.297 -2.877 -0.276
N -0.814 0.468 -2.771 -0.235
C -0.777 1.900 -2.961 -0.171
H 0.190 2.147 -3.399 0.123
C -1.923 2.281 -3.903 -0.183
H -1.997 3.365 -4.005 0.130
O -3.161 1.848 -3.391 -0.125
C -3.181 0.450 -3.216 -0.179
H -4.166 0.206 -2.817 0.131
C -2.080 0.004 -2.249 -0.169
H -2.031 -1.082 -2.182 0.125
H -2.277 0.431 -1.253 0.132
H -3.036 -0.051 -4.183 0.132
H -1.744 1.827 -4.888 0.132
H -0.899 2.428 -2.003 0.134
H -0.744 -1.034 0.325 0.124

=====

2.
43
Properties=species:S:1:pos:R:3:lowdin_charge:R:1 method="wB97M-V/def2-TZVPD" orbital_gap_ev=9.0 e_above_lowest_kj_mol=0.0 smiles="COC(=O)Cc1cnc(NC(=O)CSc2nc(C(C)C)cc(=O)[nH]2)s1" total_energy_ha=-1898.805545 lumo_ha=0.0129 mol_weight_g_mol=382.467
C -5.542 -0.620 1.304 -0.039
H -6.520 -0.665 0.823 0.099
H -5.367 -1.509 1.904 0.094
H -5.497 0.278 1.925 0.101
O -4.512 -0.593 0.324 -0.063
C -4.536 0.427 -0.534 -0.522
O -5.364 1.295 -0.533 0.128
C -3.343 0.361 -1.478 -0.090
C -2.162 0.937 -0.779 -0.498
C -1.544 2.127 -0.991 -0.163
N -0.496 2.411 -0.180 0.026
C -0.277 1.472 0.668 -0.612
N 0.731 1.431 1.589 0.100
C 2.008 1.962 1.487 -0.544
O 2.849 1.632 2.285 0.078
C 2.211 3.131 0.548 -0.330
H 3.186 3.564 0.772 0.086
H 1.417 3.861 0.715 0.082
S 2.172 2.824 -1.253 1.003
C 1.994 1.092 -1.326 -0.633
N 2.311 0.387 -0.293 0.099
C 2.111 -0.959 -0.334 -0.240
C 1.578 -1.565 -1.428 0.062
C 1.216 -0.810 -2.598 -0.459
O 0.711 -1.217 -3.620 0.058
N 1.495 0.567 -2.463 0.155
H 1.265 1.164 -3.248 0.153
H 1.398 -2.626 -1.461 0.123
C 2.523 -1.687 0.917 -0.363
C 1.365 -2.506 1.489 -0.058
H 0.478 -1.889 1.624 0.039
H 1.108 -3.326 0.824 0.080
H 1.648 -2.922 2.452 0.082
C 3.728 -2.583 0.622 -0.052
H 4.050 -3.080 1.534 0.080
H 4.555 -1.991 0.240 0.085
H 3.473 -3.340 -0.115 0.079
H 2.826 -0.926 1.642 0.126
H 0.680 0.674 2.262 0.143
S -1.391 0.106 0.542 1.119
H -1.817 2.845 -1.743 0.122
H -3.157 -0.681 -1.744 0.127
H -3.562 0.949 -2.369 0.134

=====

3.
46
Properties=species:S:1:pos:R:3:lowdin_spin:R:1 method="wB97M-V/def2-TZVPD" orbital_gap_ev="6.5 / 6.5" e_above_lowest_kj_mol=111.2 total_energy_ha=-3092.497386 lumo_ha="-0.0209 / -0.0320" multiplicity=2 mol_weight_g_mol=561.747
Ru -0.067 0.925 -0.889 0.558
S 0.788 1.360 -2.981 -0.015
S -0.693 2.581 -3.630 0.013
S -0.446 4.162 -2.382 0.093
S -0.253 3.079 -0.562 0.305
N -4.589 -1.638 4.053 0.000
C -4.261 -1.241 2.780 0.000
C -4.792 -1.903 1.669 0.000
C -4.475 -1.490 0.389 0.000
C -3.635 -0.403 0.202 0.000
C -3.111 0.275 1.297 0.000
C -3.413 -0.144 2.577 0.000
S -3.186 0.115 -1.412 0.001
O -3.107 1.549 -1.399 0.002
O -4.026 -0.540 -2.370 0.003
N -1.597 -0.338 -1.605 0.011
C -1.073 -1.440 -0.988 0.006
N 0.225 -1.210 -0.683 0.002
C 0.845 -2.165 0.010 0.001
C 0.211 -3.352 0.311 -0.001
C -1.113 -3.493 -0.117 0.002
N -1.780 -2.548 -0.765 0.000
H -5.095 -2.490 4.199 0.000
H -4.115 -1.241 4.842 0.000
H -5.459 -2.745 1.818 0.000
H -4.867 -2.004 -0.478 0.000
H -2.500 1.158 1.139 0.000
H -3.018 0.391 3.432 0.000
H 1.871 -1.971 0.300 0.000
H 0.720 -4.138 0.846 0.000
H -1.657 -4.412 0.081 0.000
C 4.357 3.103 -1.037 0.000
C 4.349 1.636 -0.584 0.000
C 4.769 0.716 -1.738 0.000
C 5.236 1.429 0.646 0.000
C 2.953 1.311 -0.243 0.002
N 1.846 1.095 -0.042 0.016
H 5.379 3.376 -1.304 0.000
H 4.014 3.763 -0.241 0.000
H 3.712 3.244 -1.905 0.000
H 5.781 0.984 -2.045 0.000
H 4.101 0.836 -2.591 0.000
H 4.766 -0.330 -1.431 0.000
H 6.261 1.691 0.382 0.000
H 5.221 0.391 0.978 0.000
H 4.921 2.064 1.474 0.000

=====

4.
34
Properties=species:S:1:pos:R:3:lowdin_charge:R:1 method="wB97M-V/def2-TZVPD" orbital_gap_ev=9.3 e_above_lowest_kj_mol=74.4 smiles=CCc1ccc(O)cc1.Cc1ccccc1 total_energy_ha=-657.588753 lumo_ha=0.0279 mol_weight_g_mol=214.308
C 3.309 -1.739 2.323 -0.213
C 3.552 -0.313 2.766 -0.100
C 2.311 -1.892 1.193 -0.245
C 0.979 -2.262 1.365 -0.036
C 2.768 -1.821 -0.120 -0.048
C 0.226 -2.675 0.282 -0.022
C 1.983 -2.107 -1.225 -0.023
C 0.667 -2.493 -1.029 -0.326
O -0.167 -2.972 -2.006 0.030
H 4.220 -2.221 1.961 0.107
H 2.951 -2.374 3.129 0.105
H 2.907 -0.101 3.616 0.066
H 0.583 -2.481 2.344 0.110
H 3.825 -1.662 -0.296 0.115
H -0.830 -2.873 0.436 0.116
H 2.388 -2.010 -2.218 0.110
H 0.285 -3.450 -2.712 0.108
H 3.250 0.464 2.064 0.077
H 4.531 -0.081 3.172 0.066
C -3.359 0.405 -0.168 -0.054
C -2.919 4.129 -0.769 -0.096
C -1.976 4.163 -1.786 -0.099
C -3.415 2.919 -0.283 -0.054
C -2.872 1.715 -0.722 -0.282
C -1.501 2.949 -2.281 -0.089
C -1.872 1.752 -1.687 -0.054
H -3.292 5.041 -0.316 0.098
H -1.862 5.061 -2.377 0.098
H -4.116 2.994 0.532 0.105
H -0.772 2.954 -3.050 0.088
H -4.357 0.381 0.263 0.075
H -2.674 0.082 0.621 0.081
H -1.400 0.847 -2.052 0.110
H -3.352 -0.332 -0.968 0.075